Entry 1:
C34H57CuN3O3Si as an isolated structure. Source: the OMol25 dataset; level of theory: the ωB97M-V functional and the def2-TZVPD basis.

Properties
Orbital gap (alpha / beta), eV: 6.32 / 6.32
E_HOMO (alpha / beta), eV: -6.4 / -6.4
LUMO (alpha / beta), eV: -0.122 / -0.122
Spin multiplicity: 2
Molar mass, Da: 647.480
<S²>: 0.75

Structure (XYZ):
```
99
Properties=species:S:1:pos:R:3:forces:R:3:lowdin_spin:R:1
O -3.643 0.404 -1.539 -1.0 0.1 0.0 0.00
O -3.544 2.670 -2.526 0.2 0.2 -0.1 0.00
C -3.937 -0.608 -2.616 0.1 0.5 0.6 0.00
C -4.148 -1.965 -2.001 0.1 -0.4 -0.1 0.00
H -3.052 -0.568 -3.261 -0.2 0.0 0.2 0.00
H -4.828 -0.252 -3.150 0.3 -0.1 0.0 0.00
H -3.260 -2.353 -1.486 -0.1 0.3 0.0 0.00
H -4.357 -2.654 -2.821 0.0 0.0 0.0 0.00
H -5.014 -2.019 -1.332 0.2 0.1 -0.1 0.00
C -4.775 0.593 -0.524 1.0 -0.3 -0.6 0.00
C -6.058 0.985 -1.196 -0.4 0.1 -0.3 0.00
H -4.381 1.356 0.151 0.0 -0.2 -0.1 0.00
H -4.820 -0.375 -0.026 0.0 0.3 0.2 0.00
H -5.925 1.842 -1.870 0.0 -0.3 0.2 0.00
H -6.793 1.279 -0.437 0.2 -0.1 0.0 0.00
H -6.494 0.151 -1.757 0.1 0.2 0.1 0.00
C -3.280 3.824 -1.678 0.3 -0.4 -0.3 0.00
C -3.437 2.877 -3.958 0.2 -0.1 0.5 0.00
C -4.564 4.456 -1.211 -0.1 0.2 0.1 0.00
H -2.672 4.532 -2.262 -0.1 -0.2 0.2 0.00
H -2.674 3.440 -0.847 -0.1 0.2 -0.2 0.00
H -5.137 4.857 -2.053 0.0 -0.1 0.2 0.00
H -4.323 5.292 -0.553 0.0 0.0 0.1 0.00
H -5.183 3.746 -0.654 0.1 0.1 -0.1 0.00
C -4.653 3.591 -4.492 -0.1 0.1 -0.2 0.00
H -3.314 1.874 -4.386 0.0 0.2 0.1 0.00
H -2.514 3.449 -4.140 -0.2 -0.3 -0.1 0.00
H -5.583 3.146 -4.123 0.2 0.0 0.0 0.00
H -4.654 3.530 -5.580 0.0 0.0 -0.1 0.00
H -4.632 4.650 -4.227 -0.1 -0.1 0.0 0.00
H -3.472 1.363 -1.981 0.0 -0.4 0.1 0.00
N 1.457 -1.741 -0.221 0.3 0.0 -0.4 0.04
C 2.768 -1.618 -0.358 -0.8 -0.3 -0.2 0.00
C 3.432 -0.374 -0.305 0.1 0.2 0.0 0.02
C 2.979 0.874 0.166 -0.2 0.4 0.5 0.00
C 3.632 -2.820 -0.695 0.3 0.0 0.1 0.00
H 3.440 -3.180 -1.719 -0.1 0.1 0.4 0.00
H 3.481 -3.652 0.007 -0.1 0.2 -0.2 0.00
H 4.683 -2.516 -0.632 -0.2 -0.2 -0.1 0.00
C 3.926 2.052 0.042 0.4 0.0 0.1 0.00
H 4.220 2.429 1.037 -0.1 -0.1 -0.3 0.00
H 3.440 2.876 -0.511 0.1 -0.3 0.3 0.00
H 4.831 1.760 -0.504 -0.1 0.1 0.2 0.00
N 1.792 1.086 0.732 0.7 -0.2 -0.3 0.04
C 0.760 -2.975 -0.366 0.7 -0.8 -0.5 0.00
C 0.205 -3.317 -1.627 0.4 -0.3 0.6 0.00
C 0.432 -2.477 -2.837 0.1 0.3 -0.5 0.00
C -0.422 -4.548 -1.804 -0.1 0.0 0.6 0.00
H -0.786 -4.822 -2.793 0.0 0.1 0.1 0.00
C -0.553 -5.429 -0.733 -0.1 0.0 0.0 0.00
H -1.108 -6.355 -0.862 0.2 0.0 0.0 0.00
C 0.040 -5.125 0.489 -0.1 0.1 -0.2 0.00
H -0.002 -5.839 1.315 0.0 0.2 -0.2 0.00
C 0.731 -3.926 0.676 -0.1 0.2 -0.5 0.00
C 1.459 -3.681 1.956 0.2 0.2 0.4 0.00
C 1.560 2.045 1.737 0.4 1.2 0.3 0.00
C 0.819 3.241 1.493 0.7 -0.4 0.4 0.00
C 0.519 3.689 0.107 -0.2 0.1 -0.6 0.00
C 0.548 4.135 2.523 0.0 -0.3 0.4 0.00
H 0.040 5.079 2.302 0.1 -0.4 0.1 0.00
C 0.918 3.827 3.828 0.0 -0.1 0.1 0.00
H 0.589 4.463 4.653 0.3 -0.2 -0.2 0.00
C 1.693 2.690 4.065 -0.3 0.5 0.4 0.00
H 1.993 2.440 5.089 -0.1 0.2 -0.3 0.00
C 2.091 1.841 3.044 -0.6 0.1 -0.9 0.00
C 3.012 0.706 3.358 0.0 -0.2 0.2 0.00
Cu 0.365 -0.034 -0.161 0.1 0.0 0.0 0.65
H -0.513 -2.091 -3.241 0.2 0.0 0.0 0.00
H 0.904 -3.093 -3.619 -0.1 0.2 0.1 0.00
H 1.087 -1.631 -2.620 -0.3 -0.2 -0.1 0.00
H 2.180 -2.864 1.860 -0.2 -0.2 0.1 0.00
H 1.991 -4.580 2.293 -0.1 0.1 -0.1 0.00
H 0.753 -3.395 2.738 0.1 0.1 0.1 0.00
H -0.252 4.469 0.101 0.1 -0.1 0.1 0.00
H 0.191 2.880 -0.543 0.1 0.0 0.0 0.00
H 1.422 4.142 -0.331 -0.2 -0.2 0.0 0.00
H 2.863 -0.119 2.665 0.0 -0.1 0.0 0.00
H 2.785 0.359 4.372 0.2 -0.1 -0.2 0.00
H 4.075 1.004 3.311 -0.4 -0.1 0.0 0.00
H 4.460 -0.399 -0.661 -0.2 0.1 0.1 0.00
C -0.366 0.631 -1.838 0.3 0.1 -0.5 0.14
Si 0.822 1.175 -3.227 -1.2 -0.5 0.9 0.02
H -1.025 -0.212 -2.118 0.3 0.2 -0.1 0.02
H -1.022 1.440 -1.465 0.2 -0.1 -0.3 0.02
C -0.059 0.643 -4.805 0.2 0.1 -0.5 0.01
C 2.560 0.468 -3.308 0.4 0.0 -0.1 0.00
C 0.975 3.046 -3.167 0.2 0.3 -0.3 0.00
H 0.004 3.512 -2.949 0.2 -0.1 0.0 0.00
H 1.319 3.431 -4.138 0.0 0.0 0.2 0.00
H 1.692 3.385 -2.407 -0.2 -0.1 -0.2 0.00
H -0.364 -0.411 -4.755 0.1 0.2 0.0 0.00
H 0.610 0.763 -5.668 -0.3 0.0 0.0 0.00
H -0.957 1.253 -4.973 0.1 -0.1 0.0 0.00
H 2.630 -0.605 -3.099 0.0 0.3 0.0 0.00
H 3.240 0.980 -2.613 -0.2 -0.1 -0.2 0.00
H 2.963 0.612 -4.323 -0.2 0.1 0.2 0.00
O -0.049 -0.959 3.610 0.2 0.1 -0.3 0.00
C -0.335 -0.626 2.495 -1.0 0.3 -0.7 0.01
N -0.704 -0.301 1.396 -0.5 -0.6 2.2 0.02
```
Forces are in eV/Å.

---

Entry 2:
A 3-piece molecular cluster, C34H57N2O14P2 overall. Source: the OMol25 dataset; level of theory: the ωB97M-V functional and the def2-TZVPD basis.

Properties
Orbital gap, eV: 6.76
E_HOMO, eV: -6.0
LUMO, eV: 0.723
Net charge: -1
Molar mass, Da: 779.778

Structure (XYZ):
```
109
Properties=species:S:1:pos:R:3:forces:R:3:mulliken_charge:R:1
C -4.113 2.446 0.082 0.6 0.4 0.3 -0.15
O -4.211 3.826 -0.283 -0.5 -0.1 -0.2 -0.53
C -3.056 4.290 -0.927 0.7 -0.1 0.3 -0.73
C -1.769 4.220 -0.066 0.3 0.6 -0.5 -0.97
C -0.617 3.491 -0.782 -0.4 0.3 0.3 -0.25
C 0.590 3.359 0.162 -0.3 0.0 -0.3 -1.56
C 1.403 2.053 0.043 0.9 -0.2 0.5 3.30
C 2.712 2.311 0.719 -0.1 -0.1 -0.4 -0.74
N 3.759 2.475 1.162 0.0 0.1 0.0 -0.80
C 1.759 1.608 -1.398 -0.4 0.0 0.0 -1.30
C 2.091 2.701 -2.409 0.7 -0.1 -0.2 -1.11
C 3.402 3.507 -2.183 -0.4 0.6 -0.6 -1.05
C 3.170 5.000 -1.814 -0.1 -0.3 0.5 -0.68
C 3.928 5.468 -0.557 0.4 0.8 -1.0 -0.85
O 3.062 6.274 0.278 -0.9 -1.0 0.3 -0.41
C 3.189 6.008 1.606 0.9 0.3 0.7 0.86
C 1.944 5.791 2.417 -0.5 0.6 0.0 -0.80
O 4.271 5.969 2.134 0.0 -0.2 -0.3 -0.57
C 0.742 0.882 0.877 -0.6 0.5 0.5 4.85
C 0.929 1.229 2.306 0.5 -0.7 -0.1 -1.41
N 1.290 1.380 3.387 -0.3 0.3 0.0 -0.86
C 1.350 -0.482 0.556 0.4 0.1 -0.8 -2.84
O 0.868 -1.531 1.366 0.2 0.3 0.0 0.43
C 1.600 -1.877 2.474 -0.2 -0.2 1.0 0.02
C 2.976 -2.026 2.461 -0.1 0.1 -0.4 -0.78
C 3.679 -2.424 3.594 0.4 0.0 -0.2 0.84
C 5.186 -2.516 3.487 -0.4 0.1 -0.1 -1.49
C 2.986 -2.703 4.757 -0.1 0.2 -0.2 -1.16
C 1.598 -2.575 4.768 0.5 0.0 0.2 -0.15
C 0.888 -2.161 3.655 -0.6 0.1 -0.5 0.14
C -0.633 -2.071 3.731 -0.2 -0.7 0.8 2.22
C -1.137 -0.788 4.441 -0.3 0.0 -0.3 -1.37
C -1.166 -3.317 4.498 0.3 0.4 0.2 -1.98
C -0.800 0.804 0.635 -1.0 0.0 -0.2 -0.60
O -1.167 0.349 -0.479 0.5 -0.2 0.0 -0.92
O -1.527 1.204 1.553 0.3 0.1 0.1 -0.75
H -3.642 2.357 1.062 0.0 -0.1 0.0 0.18
H -5.102 1.997 0.127 -0.1 0.1 -0.2 0.37
H -3.447 1.925 -0.613 -0.2 -0.2 0.0 -0.12
H -3.224 5.328 -1.214 -0.3 0.0 0.0 0.45
H -2.859 3.725 -1.854 -0.2 -0.1 0.0 0.22
H -1.416 5.252 0.061 -0.1 0.0 0.2 0.34
H -1.934 3.834 0.938 -0.2 -0.3 -0.1 0.52
H -0.390 4.116 -1.651 0.2 -0.1 0.0 0.70
H -0.953 2.529 -1.170 0.0 -0.1 0.2 -0.31
H 1.269 4.205 0.040 0.0 0.0 -0.1 0.25
H 0.217 3.440 1.185 0.1 -0.2 0.1 0.64
H 0.926 0.995 -1.750 -0.1 0.2 -0.1 0.29
H 2.621 0.937 -1.357 0.0 0.0 0.1 0.54
H 2.218 2.191 -3.368 -0.2 -0.1 0.0 0.66
H 1.281 3.411 -2.565 -0.1 -0.1 0.1 0.34
H 4.097 3.035 -1.489 -0.2 -0.1 0.1 0.69
H 3.908 3.529 -3.151 0.2 -0.2 0.1 0.45
H 2.109 5.196 -1.643 0.0 -0.1 0.0 0.35
H 3.438 5.616 -2.673 0.1 0.1 0.1 0.61
H 4.730 6.129 -0.893 0.2 -0.2 0.3 0.39
H 4.354 4.639 0.001 -0.1 0.0 0.2 0.40
H 1.743 4.725 2.530 0.1 0.0 -0.2 0.00
H 2.102 6.182 3.420 0.2 0.0 0.0 0.41
H 1.069 6.299 2.009 0.0 -0.2 -0.2 0.33
H 2.440 -0.402 0.512 0.0 -0.2 0.4 0.30
H 1.016 -0.714 -0.456 0.0 0.0 0.0 0.10
H 3.523 -1.831 1.544 0.0 0.0 0.1 0.41
H 5.454 -3.003 2.548 0.1 0.0 0.1 0.36
H 5.623 -3.077 4.312 0.0 0.1 0.0 0.38
H 5.603 -1.507 3.462 0.1 -0.1 0.1 0.29
H 3.535 -2.998 5.644 -0.1 0.0 0.0 0.35
H 1.080 -2.801 5.691 -0.1 0.0 -0.1 0.31
H -1.101 -2.141 2.752 0.4 0.2 -0.2 -0.45
H -0.339 -0.111 4.736 0.1 0.0 -0.1 0.26
H -1.820 -0.255 3.779 0.2 0.2 0.0 0.16
H -1.714 -1.041 5.334 0.1 -0.1 0.0 0.53
H -2.203 -3.526 4.240 0.1 -0.1 -0.1 0.33
H -0.528 -4.183 4.316 -0.3 -0.2 -0.2 0.42
H -1.136 -3.121 5.574 0.0 -0.1 0.0 0.52
C -1.060 -7.520 -0.215 -0.2 0.0 -0.1 -0.68
O -1.995 -6.869 0.660 3.1 0.8 -0.4 -0.34
P -1.984 -5.186 0.738 -6.9 1.4 1.5 0.79
O -2.728 -5.063 2.021 0.9 -0.4 -0.1 -0.68
O -2.923 -5.088 -0.605 0.5 0.4 -0.2 -0.19
C -4.159 -5.787 -0.629 0.0 -0.3 -0.1 -0.78
O -1.528 -3.618 0.588 2.2 -1.9 -0.6 -0.02
C -1.328 -2.952 -0.670 0.3 0.2 -0.1 -0.11
H -1.300 -8.581 -0.227 -0.1 0.0 0.1 0.24
H -1.138 -7.127 -1.234 0.0 0.0 0.0 0.28
H -0.039 -7.395 0.148 0.0 -0.1 0.0 0.30
H -4.555 -5.926 0.377 0.1 0.0 0.0 0.32
H -4.038 -6.759 -1.113 0.0 0.0 0.1 0.25
H -4.858 -5.191 -1.214 0.0 0.1 0.0 0.26
H -2.294 -2.650 -1.070 0.0 -0.1 0.0 0.18
H -0.806 -3.586 -1.385 0.0 0.0 0.0 0.37
H -0.735 -2.063 -0.479 -0.1 0.0 0.1 -0.34
C -2.069 0.574 -3.370 -0.1 0.0 -0.1 0.15
O -1.232 0.237 -4.514 0.2 -1.5 2.3 -0.37
P -0.947 -1.342 -4.850 0.1 -0.1 -4.9 1.19
O 0.279 -1.289 -5.670 -0.1 0.0 0.7 -0.77
O -2.331 -1.543 -5.691 0.1 -0.5 0.2 -0.32
C -2.522 -0.771 -6.868 -0.2 0.3 0.0 -0.73
O -0.969 -2.872 -4.290 -0.4 1.6 1.8 -0.40
C -2.196 -3.571 -4.004 0.0 -0.2 0.0 -0.56
H -2.251 1.646 -3.399 0.1 0.0 -0.1 0.06
H -3.028 0.050 -3.432 0.0 0.0 0.0 0.48
H -1.565 0.332 -2.438 -0.1 0.0 0.0 -0.02
H -1.569 -0.489 -7.317 0.0 0.0 0.0 0.35
H -3.099 0.127 -6.640 0.1 0.0 0.0 0.24
H -3.087 -1.380 -7.573 0.0 0.0 0.0 0.23
H -2.612 -3.948 -4.936 0.0 0.1 0.0 0.41
H -2.928 -2.941 -3.503 0.0 0.0 0.0 0.29
H -1.962 -4.414 -3.357 0.1 0.1 0.1 0.12
```
Forces are in eV/Å.